Entry 1:
A structure of composition C27H27BInN10SSe. Source: OMol25; level of theory: ωB97M-V/def2-TZVPD.

CARTESIAN COORDINATES (ANGSTROEM)
In (-0.27, 0.22, 0.32)
B (-3.05, 0.84, -1.50)
N (-3.27, 0.20, -0.10)
C (-4.37, -0.33, 0.43)
C (-4.16, -0.57, 1.79)
C (-2.86, -0.14, 2.02)
N (-2.34, 0.34, 0.88)
N (-1.97, 0.03, -2.29)
C (-1.98, -0.35, -3.57)
C (-0.73, -0.87, -3.90)
C (0.00, -0.77, -2.73)
N (-0.75, -0.22, -1.77)
H (-2.65, 1.96, -1.31)
H (-4.08, 0.79, -2.11)
H (-5.24, -0.48, -0.18)
H (-4.86, -0.97, 2.50)
H (-2.28, -0.12, 2.93)
H (-2.87, -0.22, -4.16)
H (-0.42, -1.26, -4.85)
H (1.02, -1.06, -2.53)
S (0.99, 0.92, 2.29)
C (2.47, 1.23, 1.37)
N (3.60, 1.17, 2.00)
N (4.76, 1.31, 1.37)
C (5.08, 0.99, 0.02)
C (4.60, -0.19, -0.56)
C (4.98, -0.52, -1.84)
C (5.86, 0.30, -2.55)
C (6.36, 1.45, -1.96)
C (5.97, 1.80, -0.67)
N (2.45, 1.67, 0.06)
N (1.37, 1.65, -0.56)
C (1.41, 2.19, -1.89)
C (0.22, 2.64, -2.43)
C (0.21, 3.16, -3.72)
C (1.39, 3.22, -4.45)
C (2.58, 2.76, -3.89)
C (2.61, 2.25, -2.61)
H (5.53, 1.41, 2.01)
H (3.93, -0.83, 0.00)
H (4.61, -1.43, -2.29)
H (6.16, 0.03, -3.55)
H (7.05, 2.08, -2.50)
H (6.34, 2.70, -0.21)
H (-0.70, 2.60, -1.86)
H (-0.71, 3.53, -4.14)
H (1.39, 3.61, -5.45)
H (3.50, 2.80, -4.46)
H (3.53, 1.88, -2.17)
C (-1.61, -4.84, 2.05)
N (-0.84, -3.83, 2.76)
C (-0.16, -2.81, 2.21)
Se (-0.01, -2.48, 0.37)
N (0.39, -2.09, 3.20)
C (0.06, -2.65, 4.43)
C (0.36, -2.28, 5.73)
C (-0.16, -3.08, 6.73)
C (-0.95, -4.21, 6.45)
C (-1.25, -4.57, 5.15)
C (-0.73, -3.76, 4.14)
H (-1.49, -4.70, 0.99)
H (-2.66, -4.75, 2.32)
H (-1.25, -5.83, 2.33)
H (0.95, -1.26, 3.03)
H (0.97, -1.42, 5.96)
H (0.05, -2.84, 7.77)
H (-1.33, -4.80, 7.26)
H (-1.86, -5.43, 4.93)

As for the multiplicity: 1. The net charge is +1. The HOMO-LUMO gap comes out at 6.747 eV. The HOMO energy comes out at -10.4 eV.

***

Entry 2:
A cluster of 2 separate species, C27H27N3O4 in total. Source: OMol25; level of theory: ωB97M-V/def2-TZVPD.

CARTESIAN COORDINATES (ANGSTROEM)
O (3.33, -3.55, 2.24)
N (4.30, -2.84, 1.94)
O (5.45, -3.28, 1.85)
C (4.06, -1.42, 1.69)
C (5.05, -0.63, 1.13)
C (4.80, 0.69, 0.81)
C (3.57, 1.24, 1.06)
C (2.54, 0.47, 1.66)
C (1.32, 1.07, 1.97)
N (0.27, 0.43, 2.65)
O (-0.76, 1.09, 2.92)
O (0.38, -0.77, 2.98)
C (2.83, -0.88, 1.96)
H (6.01, -1.08, 0.93)
H (5.57, 1.29, 0.35)
H (3.36, 2.26, 0.80)
H (1.16, 2.10, 1.72)
H (2.08, -1.52, 2.38)
C (-3.27, -2.92, -0.21)
C (-2.98, -2.04, 1.02)
C (-4.18, -2.17, 1.99)
C (-1.74, -2.55, 1.78)
C (-2.82, -0.59, 0.59)
N (-3.64, 0.42, 1.00)
C (-3.22, 1.64, 0.47)
C (-2.10, 1.39, -0.34)
C (-1.42, 2.48, -0.90)
C (-1.88, 3.76, -0.68)
C (-3.01, 3.99, 0.12)
C (-3.68, 2.94, 0.70)
C (-1.84, -0.04, -0.29)
C (-0.73, -0.71, -0.84)
C (0.17, -0.20, -1.83)
C (-0.26, 0.60, -2.90)
C (0.64, 1.15, -3.78)
C (2.01, 0.92, -3.65)
C (2.97, 1.54, -4.60)
C (2.44, 0.08, -2.63)
C (1.55, -0.49, -1.75)
H (-2.44, -2.89, -0.93)
H (-3.42, -3.95, 0.08)
H (-4.16, -2.57, -0.73)
H (-4.01, -1.58, 2.89)
H (-5.10, -1.83, 1.52)
H (-4.31, -3.21, 2.29)
H (-1.50, -1.88, 2.61)
H (-1.92, -3.54, 2.19)
H (-0.86, -2.63, 1.15)
H (-4.41, 0.36, 1.67)
H (-0.53, 2.32, -1.48)
H (-1.38, 4.60, -1.14)
H (-3.34, 5.00, 0.29)
H (-4.53, 3.10, 1.34)
H (-0.46, -1.65, -0.40)
H (-1.32, 0.78, -3.03)
H (0.29, 1.81, -4.56)
H (4.00, 1.23, -4.39)
H (2.74, 1.27, -5.63)
H (2.94, 2.63, -4.53)
H (3.49, -0.12, -2.53)
H (1.91, -1.10, -0.94)

As for the multiplicity: 1. The net charge is 0. The HOMO-LUMO gap comes out at 3.965 eV. The HOMO energy comes out at -6.2 eV.

***

Entry 3:
A structure of composition C27H28Cl3ErN8OSSe. Source: OMol25; level of theory: ωB97M-V/def2-TZVPD.

CARTESIAN COORDINATES (ANGSTROEM)
Er (-0.31, 0.08, 0.08)
C (-0.57, -0.25, 3.47)
C (-1.55, 0.90, 3.26)
N (-1.19, 1.65, 2.03)
C (-2.32, 2.44, 1.55)
C (-3.32, 1.54, 0.85)
C (-4.66, 1.87, 0.79)
C (-5.54, 0.98, 0.19)
C (-5.05, -0.23, -0.27)
C (-3.70, -0.49, -0.17)
C (-3.17, -1.84, -0.61)
N (-1.80, -2.13, -0.15)
C (-1.73, -2.94, 1.09)
C (-1.73, -2.07, 2.33)
N (-0.58, -1.15, 2.31)
N (-2.83, 0.40, 0.33)
H (-0.83, -0.78, 4.39)
H (0.44, 0.16, 3.58)
H (-1.55, 1.55, 4.13)
H (-2.56, 0.51, 3.14)
H (-0.44, 2.28, 2.28)
H (-1.95, 3.20, 0.86)
H (-2.83, 2.98, 2.36)
H (-5.02, 2.80, 1.22)
H (-6.59, 1.21, 0.12)
H (-5.72, -0.97, -0.69)
H (-3.19, -1.87, -1.70)
H (-3.87, -2.60, -0.25)
H (-1.37, -2.70, -0.87)
H (-0.80, -3.51, 1.06)
H (-2.56, -3.65, 1.14)
H (-1.71, -2.71, 3.22)
H (-2.65, -1.48, 2.36)
H (0.26, -1.73, 2.36)
Cl (1.34, -5.99, -3.47)
C (1.32, -4.58, -2.48)
C (0.64, -3.45, -2.91)
C (0.63, -2.35, -2.08)
Cl (-0.25, -0.89, -2.52)
C (1.27, -2.29, -0.83)
O (1.21, -1.23, -0.07)
C (1.96, -3.46, -0.46)
Cl (2.76, -3.45, 1.07)
C (1.99, -4.58, -1.27)
H (0.12, -3.45, -3.86)
H (2.53, -5.46, -0.95)
Se (-1.99, 3.00, -1.91)
N (-0.54, 2.03, -1.50)
C (0.48, 2.55, -2.18)
C (1.80, 2.03, -2.22)
C (2.73, 2.68, -2.97)
C (2.42, 3.86, -3.71)
C (1.16, 4.37, -3.73)
C (0.15, 3.71, -2.98)
N (-1.12, 4.08, -2.94)
H (2.05, 1.12, -1.68)
H (3.74, 2.29, -3.02)
H (3.20, 4.33, -4.29)
H (0.91, 5.25, -4.31)
S (1.80, 1.60, 1.36)
C (3.38, 1.07, 1.04)
N (4.35, 1.45, 1.92)
C (5.64, 1.08, 1.78)
C (6.00, 0.28, 0.73)
C (4.97, -0.09, -0.14)
N (3.71, 0.29, 0.00)
H (4.06, 2.03, 2.69)
H (6.34, 1.44, 2.52)
H (7.02, -0.04, 0.59)
H (5.18, -0.72, -1.00)

As for the multiplicity: 4. The net charge is +2. The HOMO-LUMO gap (spin up / spin down) comes out at 7.080 / 7.081 eV. The HOMO energy (spin up / spin down) comes out at -13.0 / -13.0 eV.

***

ΔE to the lowest compared entry with this formula, charge and spin (computed, kcal/mol): 6.70, 201.19, 19.84